14
Properties=species:S:1:pos:R:3:nbo_charge:R:1 method="wB97M-V/def2-TZVPD" multiplicity=1 e_above_lowest_kj_mol=91.7 e_lumo_ev=-3.216 charge=+1
C -0.00721 0.36352 -1.95465 -0.42
N -0.22445 0.53181 -0.49584 -0.71
H -1.03535 0.23815 -2.27340 0.23
H 0.42060 1.30279 -2.41889 0.25
H 0.51469 -0.65218 -2.08459 0.25
H -0.79183 -0.28877 -0.23583 0.47
H -0.77001 1.36917 -0.22302 0.43
H 0.50204 0.62442 0.26478 0.48
H -0.50867 -2.76785 0.67748 0.49
H -0.26219 -2.95836 -0.64974 0.49
O -0.43700 -2.21473 -0.11499 -0.97
H 0.12428 2.10528 2.52887 0.49
H 1.50195 1.35237 2.77934 0.51
O 0.67685 1.43614 2.21921 -0.99

---

123
Properties=species:S:1:pos:R:3:mulliken_charge:R:1 method="wB97M-V/def2-TZVPD" multiplicity=1 e_lumo_ev=0.426 smiles="CC(=O)OCCCCCCCC[C@H](OC(=O)P(C)C)c1ccccn1.COC[C@@H](C)N.COC[C@@H](C)N.COC[C@@H](C)N.COC[C@@H](C)N"
C -4.25579 4.16194 -5.32791 -0.94
C -4.63622 2.70806 -5.22443 0.72
O -4.24956 1.86799 -5.98612 -0.51
O -5.53713 2.42498 -4.23243 -0.36
C -4.98363 2.26207 -2.92054 -0.76
C -3.94330 1.16252 -2.80361 0.04
C -3.33165 1.17998 -1.38989 -0.61
C -3.02212 -0.19981 -0.80937 -0.68
C -2.30552 -1.15853 -1.75893 0.09
C -2.05551 -2.55195 -1.13594 -1.10
C -0.57635 -2.93636 -1.10231 -0.96
C 0.23165 -1.99668 -0.18744 -0.98
C 1.06187 -0.93857 -0.91712 1.03
O 2.44153 -1.36674 -0.84772 -0.54
C 3.28011 -0.75747 -1.75557 0.78
O 3.93198 0.20474 -1.45094 -0.57
P 3.61788 -1.70233 -3.29149 0.12
C 4.46698 -0.43570 -4.28561 -1.14
C 2.02037 -1.97453 -4.16751 -1.08
C 0.90502 0.45367 -0.35380 0.19
C 1.21694 0.71654 0.97258 -0.49
C 1.04497 1.98878 1.48432 -0.47
C 0.58163 2.95966 0.60707 -0.39
C 0.31208 2.62122 -0.70300 -0.72
N 0.46120 1.38291 -1.19394 -0.48
H -4.85321 4.60137 -6.12952 0.30
H -3.20935 4.23849 -5.61821 0.30
H -4.45120 4.72071 -4.41597 0.32
H -4.58470 3.21855 -2.55772 0.28
H -5.83808 2.01502 -2.28926 0.34
H -3.15558 1.30228 -3.54519 0.37
H -4.43073 0.20769 -3.00702 -0.04
H -2.41969 1.78122 -1.40387 0.00
H -4.03037 1.69068 -0.71880 0.51
H -2.38290 -0.07729 0.07105 0.21
H -3.95543 -0.66662 -0.47229 0.34
H -1.35712 -0.70501 -2.06200 -0.11
H -2.88903 -1.28545 -2.67211 0.70
H -2.64018 -3.29328 -1.68324 0.29
H -2.42108 -2.54638 -0.10309 0.43
H -0.47348 -3.96813 -0.76006 0.39
H -0.17429 -2.90592 -2.11975 0.14
H -0.44134 -1.50551 0.51698 0.49
H 0.93162 -2.59242 0.40271 0.60
H 0.76022 -0.87594 -1.96537 -0.21
H 5.53704 -0.53168 -4.11054 0.24
H 4.13495 0.57865 -4.06950 0.37
H 4.26185 -0.65629 -5.33528 0.40
H 1.28588 -1.17535 -4.06320 0.34
H 1.59024 -2.91554 -3.82878 0.28
H 2.27051 -2.05586 -5.22548 0.47
H 1.60745 -0.09499 1.57668 0.41
H 1.27990 2.20468 2.51830 0.59
H 0.43208 3.98043 0.94165 0.47
H -0.03762 3.38306 -1.38803 0.45
C -8.36709 -3.20711 -2.35759 -1.48
C -7.23553 -3.20982 -1.33452 0.31
C -5.84159 -3.43439 -1.93079 -0.28
O -5.55416 -4.75866 -2.32786 -0.42
C -6.08411 -5.14998 -3.57900 -0.68
N -7.55546 -4.16460 -0.27049 -0.71
H -8.64450 -4.21953 -2.65068 0.31
H -9.25441 -2.74433 -1.92705 0.36
H -8.09299 -2.65091 -3.25600 0.34
H -7.20533 -2.21448 -0.87885 0.41
H -5.10483 -3.20649 -1.15511 0.05
H -5.66061 -2.74297 -2.76704 0.37
H -6.05709 -4.32355 -4.29629 0.32
H -7.10987 -5.51659 -3.49539 0.23
H -5.46056 -5.96079 -3.95368 0.27
H -6.88565 -4.07168 0.48677 0.28
H -7.41269 -5.10316 -0.63321 0.30
C -1.47081 7.45176 5.15539 -1.41
C -2.14190 6.85400 3.92264 0.37
C -1.44395 5.61128 3.35901 -0.72
O -0.24279 5.85876 2.65453 -0.31
C 0.90340 6.07444 3.45532 -0.78
N -2.32194 7.90647 2.91985 -0.72
H -0.60113 8.05156 4.88767 0.29
H -2.16696 8.11128 5.67209 0.35
H -1.15256 6.67569 5.85401 0.35
H -3.13981 6.52014 4.22414 0.39
H -2.11184 5.15383 2.62458 0.33
H -1.26818 4.86974 4.15094 0.42
H 0.88284 5.44855 4.35300 0.35
H 1.00806 7.12077 3.75049 0.24
H 1.77212 5.80259 2.85586 0.29
H -2.89663 7.56096 2.15769 0.27
H -1.41817 8.10448 2.49945 0.32
C 3.34634 -2.62742 6.08217 -1.40
C 2.02271 -1.87372 6.16926 0.30
C 1.53557 -1.28576 4.83988 -0.50
O 2.22418 -0.13230 4.39602 -0.38
C 3.47589 -0.37800 3.78153 -0.84
N 2.11392 -0.86973 7.23225 -0.74
H 4.19620 -1.94555 6.06488 0.30
H 3.46656 -3.26534 6.95696 0.34
H 3.39133 -3.25664 5.19136 0.34
H 1.25640 -2.59507 6.47024 0.41
H 0.50058 -0.96123 4.97530 0.32
H 1.54025 -2.05140 4.05093 0.30
H 3.45728 -1.30240 3.19429 0.35
H 4.28288 -0.44081 4.51441 0.28
H 3.67994 0.45571 3.10999 0.32
H 1.19894 -0.46373 7.40137 0.27
H 2.68565 -0.10025 6.89488 0.32
C 8.59971 -1.09714 -1.22696 -1.64
C 7.19896 -1.51344 -0.78756 0.63
C 7.15241 -2.30408 0.52369 -0.57
O 7.58642 -3.64725 0.44027 -0.42
C 8.98579 -3.83740 0.45272 -0.64
N 6.53601 -2.21354 -1.89170 -0.50
H 9.13690 -1.92232 -1.69524 0.32
H 8.53278 -0.29811 -1.96502 0.38
H 9.19281 -0.73410 -0.38524 0.36
H 6.62761 -0.59835 -0.60223 0.29
H 6.10802 -2.36342 0.84102 0.15
H 7.70944 -1.77907 1.31297 0.49
H 9.47716 -3.12247 1.12086 0.30
H 9.42351 -3.75034 -0.54481 0.22
H 9.17186 -4.84608 0.82041 0.27
H 5.56392 -2.37704 -1.65064 0.16
H 6.93497 -3.14702 -1.95958 0.29

---

63
Properties=species:S:1:pos:R:3:nbo_charge:R:1 method="wB97M-V/def2-TZVPD" multiplicity=1 e_lumo_ev=-4.437 charge=+1
C 3.92759 -0.84572 0.72150 -0.64
C 4.66146 -0.02465 -0.47360 -0.08
O 3.60415 0.44458 -1.33681 -0.58
C 4.07591 1.38800 -2.32253 -0.06
C 4.14939 2.90793 -1.81715 -0.45
C 3.00932 3.31668 -0.77368 -0.42
C 1.95850 4.40135 -1.36562 -0.42
C 0.83296 4.71795 -0.26896 -0.44
C -0.57264 4.00467 -0.53894 -0.09
N -0.78560 3.28166 -1.85356 -0.65
C -0.37764 1.92125 -1.48179 0.79
N 0.50193 1.09239 -2.00635 -0.66
N -1.12053 1.55991 -0.26461 -0.50
C -2.54975 1.14656 -0.41859 -0.23
C -2.81446 0.03329 -1.54070 -0.44
C -3.30513 -1.38371 -0.96836 -0.43
C -2.12039 -2.25060 -0.30650 -0.09
O -0.78881 -1.86237 -0.75706 -0.56
C -0.09732 -2.92725 -1.38126 0.62
O 1.12419 -3.09069 -1.21758 -0.53
C -1.11999 2.88332 0.47586 -0.12
Br -0.29333 2.66210 2.26290 0.06
H 3.49766 -1.83169 0.31039 0.23
H 3.06472 -0.17478 1.07897 0.20
H 4.65698 -1.06946 1.57997 0.23
H 5.30873 0.79913 -0.01940 0.18
H 5.35750 -0.77274 -0.98141 0.18
H 3.31471 1.36908 -3.18992 0.16
H 5.06702 1.03135 -2.79391 0.20
H 4.06745 3.57462 -2.75599 0.22
H 5.19766 3.11258 -1.38618 0.22
H 3.54124 3.85720 0.09630 0.22
H 2.45280 2.44227 -0.30074 0.20
H 1.56187 4.10982 -2.39199 0.21
H 2.58378 5.35749 -1.52973 0.23
H 0.64728 5.85525 -0.31846 0.24
H 1.28234 4.52464 0.75811 0.25
H -1.29096 4.89606 -0.66758 0.25
H -1.81256 3.31717 -1.95061 0.40
H 0.91001 0.36934 -1.37643 0.49
H 0.80383 1.06163 -2.98761 0.46
H -2.90078 0.71654 0.59237 0.25
H -3.26034 2.03112 -0.63802 0.19
H -1.93616 -0.17587 -2.23319 0.22
H -3.66262 0.42700 -2.21691 0.23
H -4.22559 -1.27976 -0.28282 0.24
H -3.68934 -1.97949 -1.87978 0.22
H -2.10679 -2.18319 0.83994 0.22
H -2.29033 -3.33390 -0.63674 0.19
H -0.67129 -3.65252 -2.04738 0.14
H -2.15860 3.29943 0.75361 0.24
C -2.70830 -4.99413 2.31312 -0.23
C -1.70882 -4.52442 3.15965 -0.22
C -1.93604 -4.44870 4.53006 -0.21
C -3.16006 -4.85210 5.05515 -0.20
C -4.15801 -5.32520 4.20888 -0.21
C -3.93425 -5.39238 2.83750 -0.20
H -2.53202 -5.05016 1.24389 0.20
H -0.75175 -4.21636 2.75068 0.21
H -1.15932 -4.07648 5.18918 0.22
H -3.33561 -4.79774 6.12406 0.22
H -5.11148 -5.64117 4.61879 0.22
H -4.71431 -5.75616 2.17752 0.21

---

E / Eh: -249.07549; -2594.94957; -3784.77223